Entry from OMol25: 2 unconnected molecules or ions with the total composition C5H17N2O at a distorted geometry (wB97M-V/def2-TZVPD).

Geometry (Å):
1 N 1.52017 0.63198 -1.22526
2 C -0.03578 0.64493 -1.21043
3 C -0.47435 2.07408 -1.01059
4 C -0.35550 -0.20961 0.04129
5 N 0.44099 -1.40950 0.07789
6 C 0.94758 -1.71113 1.40873
7 C -0.21659 -2.56762 -0.55165
8 H 1.71002 -0.35059 -0.92731
9 H 1.88210 0.74744 -2.16768
10 H 1.87460 1.30778 -0.55649
11 H -0.29316 0.16448 -2.14354
12 H -1.54260 2.06422 -0.81868
13 H 0.01788 2.56066 -0.18471
14 H -0.38297 2.70267 -1.90690
15 H -0.21132 0.42954 0.90769
16 H -1.44820 -0.32191 -0.02463
17 H 0.23277 -1.54558 2.21751
18 H 1.29181 -2.74102 1.46185
19 H 1.78540 -1.06100 1.65885
20 H 0.52826 -3.31051 -0.80378
21 H -0.71591 -2.27026 -1.46510
22 H -0.93782 -3.02820 0.13016
23 H -2.29553 1.72626 2.46838
24 H -1.57021 3.09628 2.62082
25 O -1.75164 2.37661 2.00359

As for the total charge: +1. The value obtained for the HOMO-LUMO gap is 0.3693 Ha. Its total energy is -10482.0560 eV.

Entry from OMol25: 2 unconnected molecules or ions with the total composition C3H12N3O at a distorted geometry (wB97M-V/def2-TZVPD).

Geometry (Å):
1 C -2.96624 1.17134 -0.27830
2 O -2.18369 0.29718 -1.00772
3 H -2.79105 -0.09949 -1.69071
4 H -3.98748 0.96311 0.08838
5 H -3.05763 2.15835 -0.83838
6 H -2.52294 1.28969 0.68108
7 C 0.72034 1.02456 1.68387
8 C 1.27191 -0.67405 -0.03295
9 N 0.37340 0.08368 0.65084
10 N 2.63602 -0.47188 -0.16599
11 N 0.75865 -1.71245 -0.81918
12 H -0.54688 0.08393 0.28967
13 H 1.05060 1.90542 1.28892
14 H 1.55224 0.50370 2.30748
15 H 3.15377 0.21917 0.41701
16 H 3.20400 -1.31645 -0.24462
17 H -0.34909 -1.80915 -0.94182
18 H 1.33972 -1.92340 -1.62823
19 H -0.10835 1.22100 2.43763

As for the total charge: +1. The value obtained for the HOMO-LUMO gap is 0.4110 Ha. Its total energy is -9816.7550 eV.

Entry from OMol25: a single C3H2FNO2 molecule at a distorted geometry (wB97M-V/def2-TZVPD).

Geometry (Å):
1 O -1.38682 -0.32996 1.17577
2 C -0.39538 -0.08931 0.27541
3 C -0.55208 0.15355 -1.11764
4 N 0.56929 0.33259 -1.75447
5 O 1.55500 0.27938 -0.80470
6 C 0.98382 0.04122 0.38042
7 F 1.73535 -0.06252 1.42347
8 H -1.03336 -0.42096 2.08595
9 H -1.47584 0.09602 -1.66420

The value obtained for the HOMO-LUMO gap is 0.3549 Ha. Its SMILES is Oc1cnoc1F. Its total energy is -11443.5334 eV.